Entry 1:
{"formula": "C2H4N2O2S", "method": "wB97M-V/def2-TZVPD", "de_lowest_kcal_mol": 19.08, "max_force_ev_per_a": 4.55, "smiles": "N/C(=N/S)C(=O)O", "e_lumo_ha": 0.01330, "charge": 0, "energy_ev": -20048.6554, "homo_lumo_gap_ev": 8.44, "elements": ["S", "O", "O", "N", "N", "C", "C", "H", "H", "H", "H"], "positions_angstrom": [[2.78419, -0.34766, 0.02817], [-1.80359, -0.58156, 0.14307], [0.00791, -1.90759, -0.21058], [1.52535, 0.64551, -0.03688], [-0.59644, 1.50973, -0.16995], [-0.47494, -0.82425, -0.01026], [0.25434, 0.47924, -0.05101], [-1.51477, 1.56767, 0.36500], [-2.30100, -1.38396, 0.00441], [-0.03413, 2.41615, -0.17587], [2.15307, -1.57327, 0.11390]], "atomic_forces_ev_per_a": [[0.461, -1.821, 0.054], [0.472, -0.016, 0.187], [-0.297, 0.114, 0.352], [-2.060, 1.225, -0.083], [-0.863, 4.436, 0.509], [-0.094, -0.298, -0.640], [1.314, -1.448, 0.722], [2.072, -0.433, -1.115], [-0.172, -0.732, 0.008], [-1.374, -1.570, 0.089], [0.541, 0.543, -0.084]]}

---

Entry 2:
{"formula": "C14H36BO11V", "method": "wB97M-V/def2-TZVPD", "multiplicity": 2, "de_lowest_kcal_mol": 146.45, "max_force_ev_per_a": 13.53, "e_lumo_ha": [0.21297, 0.21297], "charge": -3, "energy_ev": -63978.5349, "s2": 0.773, "homo_lumo_gap_ev": [2.93, 2.97], "elements": ["V", "O", "O", "O", "O", "O", "O", "O", "O", "O", "O", "O", "C", "C", "C", "C", "C", "C", "C", "C", "C", "C", "C", "C", "C", "C", "B", "H", "H", "H", "H", "H", "H", "H", "H", "H", "H", "H", "H", "H", "H", "H", "H", "H", "H", "H", "H", "H", "H", "H", "H", "H", "H", "H", "H", "H", "H", "H", "H", "H", "H", "H", "H"], "positions_angstrom": [[2.00208, 1.36000, -1.30667], [2.30335, 0.39899, 3.12292], [0.48419, -2.10196, -1.56951], [4.19293, 1.16505, -1.10099], [-2.30800, -2.32140, -2.53757], [-4.49696, 2.43404, 1.13330], [3.07153, 0.53336, 0.44591], [1.66067, 1.31419, -3.51065], [4.57558, -0.66220, -0.60908], [0.47080, 0.99871, -0.90670], [3.26546, 0.33276, -4.39286], [2.34464, -0.28973, -2.75183], [-3.29664, 3.60508, 2.82328], [2.17227, 0.29493, -3.83814], [-2.76189, -0.04103, -2.67549], [4.14127, 0.37067, -0.11774], [1.31835, -0.59472, 3.27622], [2.11163, -3.29321, -0.29303], [1.34756, -1.03421, 4.79252], [-3.24460, 2.44314, 1.82663], [1.48696, -3.85379, -2.71973], [-2.07849, 2.59314, 0.82882], [-0.01364, -0.09376, 2.82576], [-3.07627, -1.38051, -2.02384], [-2.77030, -1.36262, -0.47428], [1.00347, -3.40947, -1.34275], [2.18322, 3.61171, -1.50383], [-3.14377, 1.47842, 2.32387], [-1.07508, 2.44929, 1.22953], [1.68359, -3.02555, 0.67301], [-4.05202, 3.37868, 3.57578], [-1.46044, -2.30477, -2.08704], [0.51652, -1.70660, 5.00542], [1.58419, -1.46753, 2.67989], [0.73384, -3.67586, -3.48734], [-2.11295, 3.61475, 0.45033], [2.29187, -1.42130, 5.17530], [1.25400, -0.23696, 5.52992], [0.18118, -3.96521, -0.89212], [-3.49858, 0.65204, -2.26924], [-0.31425, 0.79294, 3.38388], [2.37545, -3.33458, -3.07905], [1.81078, -4.89422, -2.69201], [2.65341, -4.23376, -0.19336], [-3.50135, -0.75069, 0.05411], [-4.10467, -1.68631, -2.21619], [-2.85411, -2.30641, 0.06456], [-1.77728, 0.33642, -2.39946], [1.17992, 3.27898, -1.72045], [-5.11561, 2.12668, 1.79994], [-2.40398, 3.81982, 3.41076], [2.58985, 0.37023, 2.20712], [2.87793, 3.17951, -2.20728], [-3.69281, 4.48817, 2.32197], [-2.12449, 1.92778, -0.03332], [-0.08929, 0.16845, 1.77047], [2.47377, 3.25010, -0.52962], [-2.69487, -0.06275, -3.76321], [1.10492, -1.59154, -2.09464], [2.30971, 4.67996, -1.58792], [-1.77891, -0.95794, -0.27056], [2.87537, -2.54079, -0.48976], [-0.79101, -0.84663, 2.95604]], "atomic_forces_ev_per_a": [[0.414, -2.285, -2.440], [-0.334, -0.201, 1.294], [-1.955, -0.908, 1.036], [0.647, 8.127, -2.804], [1.801, -3.674, -2.122], [-0.036, -0.091, -0.101], [-6.056, 0.177, 7.200], [-8.410, 10.550, -1.051], [3.847, -7.056, 4.124], [1.212, 0.290, 0.667], [2.340, -1.526, -8.025], [-1.673, -8.969, 8.450], [-0.592, -0.353, 0.483], [7.731, 0.839, 2.803], [-0.118, 0.539, 0.800], [-0.435, -1.501, -8.601], [1.148, -0.004, 1.363], [0.180, -0.382, 0.045], [-0.334, 0.439, -0.240], [1.419, 0.205, -0.388], [0.377, -1.057, 0.116], [-0.578, 0.414, -0.154], [-1.293, 0.139, -0.092], [-0.359, 1.804, 2.376], [-1.116, 0.954, -0.079], [1.100, 2.200, -0.473], [-0.247, 0.475, -0.242], [0.109, -0.055, 0.312], [-0.190, -0.077, 0.406], [-0.132, -0.071, 0.073], [-0.282, -0.156, 0.236], [1.116, 0.099, -0.116], [0.099, -0.374, -0.001], [0.071, -0.225, -0.091], [-0.240, -0.282, 0.144], [0.069, 0.110, -0.197], [0.196, -0.697, -0.816], [-0.560, 0.837, -0.466], [-0.143, -0.497, -0.445], [-0.092, 0.536, -0.481], [0.053, 0.129, 0.213], [-0.006, 0.594, 0.519], [-0.256, -0.473, -0.199], [0.003, -0.374, 0.157], [-0.030, 0.535, 0.026], [-0.483, 0.232, 0.123], [0.068, -0.543, -0.646], [0.195, -0.164, 0.439], [-3.965, -0.787, -1.008], [-0.321, -0.008, -0.163], [0.299, -0.047, -0.479], [0.607, 0.319, -1.657], [2.520, -1.764, -2.726], [0.440, 0.138, -0.186], [-0.241, -0.135, 0.134], [0.651, 0.010, -0.172], [1.122, -1.332, 4.165], [-0.668, -0.239, -0.049], [1.182, 1.324, -0.525], [0.264, 4.132, 0.012], [0.136, 0.080, -0.265], [-0.105, 0.336, -0.468], [-0.163, -0.255, 0.251]]}

---

Entry 3:
{"formula": "C42H59Br2N8O3RbSeSi", "method": "wB97M-V/def2-TZVPD", "de_lowest_kcal_mol": 0.00, "max_force_ev_per_a": 0.18, "e_lumo_ha": 0.00398, "charge": 0, "energy_ev": -276544.4081, "homo_lumo_gap_ev": 6.28, "elements": ["Rb", "Br", "Br", "Se", "Si", "O", "O", "O", "N", "N", "N", "N", "N", "N", "N", "N", "C", "C", "C", "C", "C", "C", "C", "C", "C", "C", "C", "C", "C", "C", "C", "C", "C", "C", "C", "C", "C", "C", "C", "C", "C", "C", "C", "C", "C", "C", "C", "C", "C", "C", "C", "C", "C", "C", "C", "C", "C", "C", "H", "H", "H", "H", "H", "H", "H", "H", "H", "H", "H", "H", "H", "H", "H", "H", "H", "H", "H", "H", "H", "H", "H", "H", "H", "H", "H", "H", "H", "H", "H", "H", "H", "H", "H", "H", "H", "H", "H", "H", "H", "H", "H", "H", "H", "H", "H", "H", "H", "H", "H", "H", "H", "H", "H", "H", "H", "H", "H"], "positions_angstrom": [[0.42664, 0.02054, -0.09528], [-5.60892, -2.06148, 4.10407], [1.00636, 0.93260, 7.20934], [-1.18069, -2.04447, -2.57601], [3.91632, -0.71882, -2.18482], [-0.30020, 2.44504, -1.83287], [1.64465, 2.79768, -0.09490], [-2.27093, 0.87334, -1.16497], [1.16959, -3.50421, -3.29749], [-0.14433, 0.98823, 2.70939], [2.19155, -2.13882, 1.02317], [-3.37449, 1.05660, -3.13524], [-1.75565, -1.00973, 1.72804], [0.56551, -3.87490, -1.23130], [2.93198, 4.01030, -1.51080], [2.86412, -1.39195, -1.05841], [2.09910, -4.38812, -2.76412], [2.90532, 0.51041, -3.20100], [3.16647, 4.55695, -2.83485], [1.20978, 1.80024, 4.50731], [1.16288, -2.98453, -4.65751], [-3.54580, 1.64464, -4.44654], [3.56612, -3.57687, 2.37072], [-3.91711, -2.03417, 1.81777], [0.19663, -3.74443, -5.56042], [-4.04512, -1.63685, 3.13449], [-2.35466, 1.33955, -2.28621], [-0.22499, -3.91170, -0.01003], [3.21677, -5.00156, -3.30906], [-4.42429, 0.15293, -2.70351], [1.71590, -4.61874, -1.44646], [-0.48989, 0.16045, 4.92385], [3.93482, -5.85186, -2.48415], [4.08608, 3.95048, -0.62968], [4.37161, -2.79717, 0.25323], [0.82849, 1.76788, 3.17355], [-1.17544, -6.39551, -2.08413], [0.24832, -3.19307, -2.35169], [1.33258, -2.76034, 3.18092], [5.32212, 0.26891, -1.39508], [4.56625, -3.52693, 1.39191], [1.77920, -5.31303, -6.79538], [-1.48841, -4.75542, -0.12190], [2.43638, -5.46276, -0.61675], [-3.03694, -0.91126, 3.74242], [-0.79794, 0.20837, 3.56816], [0.70638, 3.32850, -2.23927], [0.60347, -5.19081, -5.83202], [-2.74619, -1.68612, 1.15773], [2.41543, -2.84462, 2.13545], [4.74021, -1.88100, -3.43127], [-1.28298, 2.28867, -2.81842], [-1.90304, -0.61716, 2.99327], [-1.27366, -6.20494, -0.57123], [1.79964, 3.34693, -1.17387], [0.53206, 0.97094, 5.38228], [3.55142, -6.07694, -1.15967], [3.14317, -2.08945, 0.04006], [1.32631, 2.38776, 2.43501], [5.85169, 0.86802, -2.14293], [-1.73500, 3.25680, -3.07623], [-2.61405, 2.04414, -4.83496], [-2.11723, -6.79754, -0.20792], [2.65372, -4.76187, -6.44356], [5.13198, -2.76726, -0.51778], [6.05471, -0.37852, -0.90828], [-4.29271, 2.44442, -4.43256], [1.51784, -4.91051, -7.77657], [2.08176, -6.35194, -6.92971], [-4.18875, -0.20393, -1.70592], [-0.25483, -5.98679, -2.50098], [5.47883, -1.34468, -4.03474], [3.51917, 3.79239, -3.53424], [0.83928, -5.68887, -4.88691], [-1.95281, -4.74684, 0.86889], [3.80387, 3.44215, 0.28612], [0.11811, -3.20133, -6.50796], [5.49378, -4.07227, 1.53223], [0.30735, 4.34635, -2.36428], [-0.45665, -2.88510, 0.26884], [-4.69544, -2.58990, 1.31515], [0.34527, -2.85300, 2.72349], [4.00712, -2.30762, -4.11961], [-0.25346, -5.72844, -6.24481], [2.67501, 1.37495, -2.57204], [-5.38912, 0.66657, -2.68689], [2.27187, 5.02567, -3.23949], [1.44866, -3.52508, 3.94952], [-2.01222, -5.90581, -2.58766], [3.52403, -4.82142, -4.32948], [3.69165, -4.13422, 3.28916], [-2.59559, -1.96170, 0.11700], [1.36857, -1.78175, 3.66674], [1.95622, 0.06294, -3.51218], [2.00970, 2.44284, 4.84465], [2.16656, -5.61186, 0.41978], [0.43252, -4.29827, 0.76712], [-3.14316, -0.56147, 4.75925], [4.81667, -6.34433, -2.87231], [4.92467, 0.94231, -0.63082], [2.18774, -3.03659, -5.02541], [3.93050, 5.32893, -2.75703], [-0.84567, 1.86665, -3.73395], [0.88004, -1.93407, -4.59519], [4.14879, -6.73065, -0.53817], [-0.78897, -3.70065, -5.09277], [4.89777, 3.39825, -1.10836], [-2.18703, -4.26361, -0.80443], [5.24880, -2.71070, -2.93514], [-3.88434, 0.87467, -5.14129], [-1.20201, -7.45590, -2.34048], [4.43181, 4.95896, -0.39541], [1.13576, 3.01642, -3.19945], [-1.00850, -0.50871, 5.59541], [3.43595, 0.86232, -4.09036], [-0.38471, -6.61899, -0.08378], [-4.48782, -0.69709, -3.38621]], "atomic_forces_ev_per_a": [[0.029, 0.111, -0.135], [-0.004, 0.000, 0.006], [0.001, 0.000, -0.002], [0.036, -0.015, 0.051], [0.080, -0.016, -0.017], [0.025, -0.017, 0.056], [-0.055, -0.046, -0.041], [-0.015, 0.047, -0.005], [0.004, -0.023, 0.024], [0.037, 0.091, 0.051], [0.101, -0.081, -0.017], [-0.005, -0.064, 0.040], [-0.073, 0.028, 0.015], [-0.045, -0.036, 0.023], [0.004, 0.005, -0.020], [-0.110, 0.057, 0.008], [0.003, 0.007, -0.001], [-0.009, 0.003, 0.006], [0.005, 0.002, 0.003], [-0.011, -0.005, 0.022], [0.003, -0.010, 0.030], [0.011, -0.020, -0.005], [0.000, 0.010, 0.000], [0.007, -0.007, 0.003], [-0.015, 0.017, 0.005], [0.018, 0.005, -0.013], [0.055, 0.031, 0.037], [0.023, 0.028, 0.015], [-0.012, 0.008, 0.004], [-0.010, 0.005, 0.003], [0.000, -0.001, -0.009], [-0.009, -0.006, 0.013], [0.000, 0.003, 0.002], [-0.006, 0.015, 0.007], [0.009, 0.007, 0.007], [-0.057, -0.135, -0.034], [0.000, -0.003, -0.014], [-0.002, 0.055, -0.103], [-0.022, -0.003, -0.003], [-0.016, 0.021, -0.023], [0.013, -0.007, 0.004], [0.008, 0.021, -0.006], [0.003, -0.020, -0.026], [-0.006, -0.016, 0.004], [0.014, 0.000, 0.043], [-0.005, 0.006, -0.035], [-0.001, 0.004, 0.019], [-0.008, -0.025, 0.005], [-0.003, 0.001, 0.001], [-0.059, 0.028, 0.013], [-0.012, 0.014, -0.009], [0.005, -0.040, -0.029], [0.020, -0.005, -0.050], [-0.025, -0.004, 0.030], [0.026, -0.003, 0.053], [0.002, 0.009, -0.025], [0.010, 0.006, -0.003], [0.005, 0.034, 0.002], [0.020, 0.007, 0.016], [0.012, 0.000, 0.012], [-0.012, -0.003, 0.002], [-0.001, 0.011, 0.006], [0.004, -0.002, -0.006], [0.006, -0.007, 0.000], [-0.005, -0.001, -0.010], [-0.004, -0.012, -0.004], [-0.001, -0.003, -0.002], [-0.003, -0.002, 0.002], [-0.006, -0.005, 0.007], [-0.001, -0.005, -0.004], [0.008, 0.009, 0.009], [-0.001, 0.020, 0.020], [-0.001, 0.000, 0.002], [0.004, 0.001, 0.005], [0.013, 0.016, 0.006], [0.002, -0.006, -0.001], [0.009, 0.006, 0.002], [-0.002, 0.002, 0.003], [0.006, -0.001, -0.012], [-0.011, -0.011, -0.004], [0.000, -0.002, 0.003], [0.003, 0.000, -0.001], [0.008, -0.011, 0.021], [-0.001, 0.009, -0.007], [0.001, 0.001, -0.010], [0.002, 0.002, -0.001], [-0.002, -0.005, 0.002], [0.006, -0.002, -0.003], [-0.002, -0.003, 0.000], [0.006, -0.008, -0.002], [0.005, 0.001, 0.001], [-0.011, 0.003, 0.002], [0.006, 0.002, 0.006], [0.003, -0.004, -0.002], [0.001, -0.003, 0.000], [-0.001, 0.001, 0.000], [0.001, -0.017, -0.002], [-0.008, -0.002, -0.005], [-0.001, -0.001, -0.002], [-0.006, 0.000, -0.004], [-0.015, 0.004, -0.011], [0.000, 0.000, -0.002], [0.020, -0.001, 0.013], [0.000, -0.002, -0.014], [0.001, -0.001, 0.001], [-0.002, -0.016, 0.002], [0.002, -0.007, 0.007], [-0.004, -0.006, 0.001], [-0.004, -0.012, -0.013], [0.002, -0.004, 0.001], [0.003, 0.003, -0.005], [-0.001, 0.000, -0.006], [-0.011, -0.020, 0.000], [0.000, 0.005, 0.000], [0.000, 0.009, 0.000], [0.006, 0.008, -0.001], [0.001, -0.003, 0.002]]}

---

Entry 4:
{"formula": "C5H8FN", "method": "wB97M-V/def2-TZVPD", "de_lowest_kcal_mol": 35.19, "max_force_ev_per_a": 4.46, "smiles": "C=C/C(F)=C\\CN", "e_lumo_ha": 0.02849, "charge": 0, "energy_ev": -9520.2630, "homo_lumo_gap_ev": 9.80, "elements": ["F", "N", "C", "C", "C", "C", "C", "H", "H", "H", "H", "H", "H", "H", "H"], "positions_angstrom": [[-0.57988, 2.60002, 0.58921], [1.29597, -0.74341, -1.96739], [-1.24435, -0.78316, 1.55052], [-0.46952, 1.26286, 0.42103], [0.95240, -0.54846, -0.55258], [-1.46277, 0.44471, 0.99858], [0.56299, 0.82906, -0.25260], [0.54160, -0.28273, -2.45091], [0.13870, -1.25077, -0.43442], [1.76982, -0.96270, 0.16971], [-2.11630, -1.31071, 1.83130], [-2.58688, 0.58278, 0.94574], [1.24013, 1.55734, -0.56055], [-0.24035, -1.11565, 1.90458], [2.19843, -0.27918, -2.19223]], "atomic_forces_ev_per_a": [[-0.459, 0.222, 0.077], [1.453, 0.382, 0.345], [1.477, 2.188, 0.107], [0.234, 0.811, 0.077], [1.027, -2.034, 0.461], [-2.913, -3.086, 1.356], [0.434, -0.631, 0.492], [0.133, 0.133, -0.658], [-0.434, 0.007, 0.544], [-1.102, 0.874, -1.423], [-0.482, -0.818, 0.364], [1.553, 0.866, -0.421], [1.095, 1.301, -0.682], [-0.961, 0.079, -0.643], [-1.055, -0.294, 0.004]]}